Formula: C55H77GeN9O5S2ScSi2Te
Source: the Open Molecules 2025 dataset
Level of theory: ωB97M-V/def2-TZVPD

Last column: Mulliken charge in e.
Element x y z (Å)
Sc: 1.2980 0.4919 0.6661  -1.687
C: 3.0743 -2.7423 2.2441  -0.922
C: 3.8867 -1.7267 1.5035  0.392
C: 5.2469 -1.8746 1.3568  -1.165
C: 5.9648 -0.8728 0.6962  -0.803
C: 5.3109 0.2141 0.1785  -0.860
C: 3.9102 0.3048 0.3285  0.213
N: 3.2419 -0.6534 1.0145  1.296
N: 3.1085 1.3095 -0.1502  1.003
Si: 3.4766 2.0520 -1.6992  0.301
C: 4.6937 3.4646 -1.5701  -1.561
C: 1.8593 2.6664 -2.3910  0.281
C: 4.2046 0.7963 -2.8711  -0.512
H: 3.6491 -3.6542 2.4051  0.524
H: 2.1637 -2.9810 1.6944  -0.253
H: 2.7805 -2.3413 3.2152  0.185
H: 5.7407 -2.7472 1.7630  0.486
H: 7.0414 -0.9563 0.5956  0.466
H: 5.8421 1.0125 -0.3240  0.439
H: 4.2068 4.4165 -1.3347  0.333
H: 5.2087 3.5757 -2.5327  0.459
H: 5.4531 3.2857 -0.8009  0.404
H: 1.1840 2.9220 -1.5757  -0.624
H: 1.3827 1.8667 -2.9604  -0.237
H: 1.9644 3.5479 -3.0337  0.596
H: 5.2350 0.5287 -2.6209  0.521
H: 4.1994 1.1952 -3.8925  0.503
H: 3.5967 -0.1145 -2.8457  -0.300
C: -2.0938 1.5619 -1.6277  0.560
O: -2.7058 1.2484 -0.3439  -0.716
C: -1.8732 1.0732 0.6536  -0.164
O: -0.6499 1.1577 0.4987  1.660
N: -2.5135 0.7891 1.8029  0.141
N: -1.8455 0.8714 3.0232  -0.580
H: -2.9315 1.7356 -2.2956  0.233
H: -1.4865 0.7266 -1.9653  -0.559
H: -1.4909 2.4630 -1.5353  -0.405
H: -3.5117 0.9288 1.7783  0.356
H: -2.1593 0.1274 3.6304  0.272
H: -2.0166 1.7694 3.4524  0.234
C: -1.5636 -2.2011 0.2657  -0.555
C: -0.8603 -2.1535 1.5726  -1.024
N: 0.0645 -1.2986 1.9671  2.698
C: 0.2673 -1.5418 3.3180  -0.802
C: -0.5087 -2.5649 3.7286  -1.510
N: -1.2271 -2.9541 2.6102  0.516
C: -2.2337 -3.9876 2.5957  -1.478
N: -3.5758 -3.4620 2.7080  0.884
N: -3.9676 -2.9216 3.8857  -0.730
N: -5.1625 -2.4760 3.7659  -0.646
C: -5.5936 -2.7333 2.4739  0.209
C: -6.8162 -2.4549 1.8541  -0.748
C: -6.9598 -2.8462 0.5440  -0.662
C: -5.9144 -3.5035 -0.1457  -0.511
C: -4.7084 -3.7811 0.4527  -0.566
C: -4.5742 -3.3740 1.7856  1.351
H: -1.0791 -1.5223 -0.4273  -0.837
H: -2.6083 -1.8971 0.3886  0.288
H: -1.5378 -3.1947 -0.1870  0.435
H: 0.9535 -0.9527 3.8964  0.092
H: -0.6389 -3.0331 4.6918  0.603
H: -2.0441 -4.6345 3.4448  0.396
H: -2.1742 -4.5693 1.6818  0.529
H: -7.6097 -1.9532 2.3945  0.458
H: -7.8901 -2.6537 0.0255  0.392
H: -6.0664 -3.7926 -1.1791  0.408
H: -3.9122 -4.2804 -0.0867  0.408
Te: 2.6056 1.2731 3.3750  -0.497
C: 2.6400 1.3238 5.4690  0.663
C: 3.7527 1.6383 6.1945  -0.699
C: 3.5493 1.5174 7.6019  -0.495
C: 2.2887 1.1082 7.9162  -0.627
S: 1.3494 0.8698 6.5062  -0.086
H: 4.6847 1.9460 5.7348  0.453
H: 4.3110 1.7309 8.3409  0.391
H: 1.8580 0.9445 8.8940  0.416
C: -2.3769 -3.2667 -4.4378  -1.253
C: -2.5413 -1.8750 -3.8334  1.941
C: -2.8290 -0.8480 -4.9180  -1.695
C: -3.6683 -1.8854 -2.8107  -1.662
O: -1.3673 -1.4356 -3.1351  1.723
Si: 0.1091 -2.0896 -2.8256  -3.649
S: 1.0762 -0.7815 -1.5389  1.794
O: -0.1886 -3.5502 -2.1190  0.733
C: 0.6688 -4.6698 -1.8413  1.735
C: 2.0573 -4.2145 -1.4010  -1.068
C: -0.0093 -5.4284 -0.7084  -1.408
C: 0.7581 -5.5507 -3.0825  -1.841
O: 0.9842 -2.4433 -4.1559  0.604
C: 1.4875 -1.7659 -5.3148  1.979
C: 2.9439 -2.1811 -5.4515  -1.824
C: 0.6961 -2.2439 -6.5241  -1.687
C: 1.3806 -0.2554 -5.1578  -0.739
H: -3.2927 -3.5503 -4.9608  0.567
H: -2.1726 -4.0006 -3.6550  0.038
H: -1.5468 -3.2933 -5.1492  0.167
H: -3.7403 -1.1079 -5.4626  0.434
H: -2.0013 -0.7947 -5.6286  0.278
H: -2.9578 0.1417 -4.4712  0.161
H: -4.6249 -2.1132 -3.2897  0.647
H: -3.7445 -0.9108 -2.3194  0.092
H: -3.4681 -2.6415 -2.0469  0.088
H: 1.9847 -3.4828 -0.5929  -0.155
H: 2.5953 -3.7406 -2.2289  -0.011
H: 2.6374 -5.0747 -1.0559  0.607
H: -0.0081 -4.8226 0.2045  0.006
H: 0.5154 -6.3645 -0.5020  0.561
H: -1.0433 -5.6594 -0.9818  0.273
H: 1.1413 -4.9712 -3.9244  0.073
H: -0.2312 -5.9366 -3.3469  0.373
H: 1.4264 -6.3962 -2.8988  0.465
H: 3.0156 -3.2620 -5.5976  0.327
H: 3.4948 -1.9139 -4.5471  0.235
H: 3.4067 -1.6805 -6.3052  0.487
H: 0.6808 -3.3369 -6.5528  0.275
H: 1.1549 -1.8752 -7.4448  0.470
H: -0.3347 -1.8827 -6.4867  0.201
H: 2.0168 0.0838 -4.3400  -0.353
H: 0.3487 0.0399 -4.9356  -0.069
H: 1.6939 0.2415 -6.0790  0.694
C: 2.8958 4.3811 1.5340  -1.471
Ge: 1.2145 3.3923 1.8540  1.836
C: 0.5976 4.3108 3.5119  0.223
C: 0.2168 3.6515 4.6789  0.282
C: -0.1700 4.3488 5.8211  -1.152
C: -0.1789 5.7364 5.8098  -0.645
C: 0.1829 6.4152 4.6498  -0.776
C: 0.5583 5.7089 3.5128  -0.324
C: -0.0398 4.3812 0.5694  -0.197
C: 0.5585 5.0259 -0.4831  0.130
C: -0.1773 5.6314 -1.5341  -0.861
C: -1.5352 5.5784 -1.5381  -1.035
C: -2.2239 4.9808 -0.4492  1.630
C: -3.6424 4.9767 -0.4033  -0.967
C: -4.3134 4.4807 0.6775  -0.803
C: -3.5839 3.9718 1.7739  -0.941
C: -2.2175 3.9314 1.7350  0.112
C: -1.4806 4.4070 0.6199  -0.681
H: 2.6934 5.4319 1.3051  0.488
H: 3.4785 3.9386 0.7277  -0.111
H: 3.4825 4.3259 2.4512  0.531
H: 0.2193 2.5677 4.7007  0.210
H: -0.4545 3.8060 6.7168  0.434
H: -0.4663 6.2886 6.6971  0.375
H: 0.1743 7.5000 4.6326  0.416
H: 0.8121 6.2553 2.6090  0.228
H: 1.6415 5.0704 -0.5332  0.235
H: 0.3527 6.1161 -2.3465  0.429
H: -2.1098 6.0067 -2.3534  0.397
H: -4.1873 5.4007 -1.2409  0.413
H: -5.3967 4.4985 0.7071  0.405
H: -4.1114 3.6327 2.6599  0.530
H: -1.6622 3.5879 2.5932  0.420

## Properties
2S+1: 2
Energy relative to the best compared isomer or geometry (same formula, charge and spin), kJ/mol: 0.00
LUMO energy (spin up / spin down), eV: 0.0 / -0.8
HOMO energy (spin up / spin down), eV: -6.080 / -7.016
HOMO-LUMO gap (spin up / spin down), eV: 6.115 / 6.199